1) Entry from the Open Molecules 2025 dataset: one molecule with the formula C19H21NO4 (ωB97M-V/def2-TZVPD).

Atoms and positions in Å:
C (-6.73200, -1.80107, 1.02859)
C (-5.73872, -0.58323, 0.95871)
H (-6.20308, 0.36440, 0.42465)
H (-5.60328, -0.30064, 1.96162)
O (-4.64210, -1.06864, 0.13980)
C (-3.93547, 0.03948, 0.00570)
O (-4.22983, 1.15564, 0.33368)
C (-2.62274, -0.35010, -0.81827)
C (-2.08061, 0.69984, -1.75349)
H (-2.79869, 1.21298, -2.10502)
H (-1.54429, 0.37846, -2.44564)
C (-1.18519, 1.71679, -1.02958)
N (0.10178, 0.70618, -0.56810)
C (1.28369, 1.56851, -0.24087)
C (2.43882, 0.74707, -0.27009)
C (2.66360, -0.57329, -0.59700)
O (2.09891, -1.33940, -1.47100)
C (4.06944, -0.95913, -0.19727)
C (4.94173, -1.94505, -0.57565)
C (6.09294, -2.07993, 0.13175)
C (6.61106, -1.08071, 0.65196)
C (5.80533, 0.17795, 1.12620)
C (4.64032, 0.26807, 0.50973)
C (3.58999, 1.30907, 0.69832)
O (3.83852, 2.50358, 0.82900)
H (6.41786, 0.93161, 1.52087)
H (7.67135, -1.34243, 1.13325)
H (6.75101, -2.85459, -0.18096)
H (4.33517, -2.90081, -0.97169)
C (1.32140, 2.93439, -0.13490)
H (2.18582, 3.39564, 0.28903)
H (0.37082, 3.34063, 0.16242)
H (1.37551, 3.43839, -1.18810)
C (-0.18534, -0.61939, -0.11365)
H (-0.02012, -1.22784, -0.93695)
C (-1.54500, -0.44859, 0.46583)
H (-1.69568, -1.65452, 0.64171)
H (-1.74598, 0.06604, 1.52105)
H (0.53558, -0.72108, 0.70544)
H (-0.86888, 2.53146, -1.51879)
H (-1.54024, 2.01546, 0.06241)
H (-2.96822, -1.22406, -0.98856)
H (-6.38527, -2.67285, 1.47162)
H (-7.76353, -1.72409, 1.48442)
H (-7.10637, -2.03020, -0.15217)

Kohn-Sham gap = 7.993 eV
E_LUMO = -0.283 eV
SMILES = CCOC(=O)C1CCN(C(C)=C2C(=O)c3ccccc3C2=O)CC1

Charges obtained by Mulliken population analysis, quoted in units of e: -1.1794 -0.1694 0.2810 0.3350 -0.2538 0.2238 -0.5849 0.3666 -2.7229 0.8830 0.7120 -0.7516 0.1838 0.6091 0.2949 0.4132 -0.7619 0.2980 -0.1875 -0.4588 -0.2058 -0.5133 0.0831 0.1286 -0.6625 0.4541 0.1973 0.3663 0.2407 -1.8530 0.4687 0.4263 0.3314 -0.8074 0.4737 -0.9353 0.3128 0.2565 0.5910 0.8343 0.3997 0.9563 0.3498 0.3647 0.2118

---

2) Entry from the Open Molecules 2025 dataset: one molecule with the formula C19H21NO4 (ωB97M-V/def2-TZVPD).

Atoms and positions in Å:
C (-1.87353, 3.58641, -3.77673)
C (-1.32392, 2.49259, -2.87473)
H (-1.82818, 2.51977, -1.89784)
H (-1.49096, 1.50675, -3.33063)
O (0.06122, 2.72726, -2.71392)
C (0.80108, 1.86484, -1.97216)
C (0.29453, 0.75260, -1.30481)
C (1.16386, -0.06143, -0.58539)
C (2.52419, 0.21094, -0.53290)
C (3.02994, 1.33138, -1.18613)
C (2.15977, 2.15274, -1.89596)
H (2.54530, 3.01777, -2.40913)
O (4.33084, 1.70271, -1.19264)
C (5.27877, 0.89423, -0.51771)
C (6.64627, 1.52925, -0.71343)
H (7.40382, 0.93713, -0.20831)
H (6.88184, 1.58312, -1.77260)
H (6.64952, 2.53674, -0.30674)
H (5.26792, -0.12264, -0.93183)
H (5.03374, 0.84123, 0.55181)
H (3.15298, -0.46691, 0.02020)
C (0.69444, -1.28504, 0.12983)
O (1.37693, -2.28316, 0.22050)
N (-0.55156, -1.14778, 0.68065)
C (-1.30085, -2.07744, 1.40355)
C (-2.50692, -1.64877, 1.95187)
C (-3.30879, -2.52653, 2.67416)
C (-2.88870, -3.84705, 2.84193)
C (-1.69170, -4.27095, 2.29949)
C (-0.89337, -3.39858, 1.58134)
H (0.04177, -3.72612, 1.15956)
H (-1.37078, -5.29283, 2.43329)
H (-3.52004, -4.51839, 3.40332)
C (-4.60416, -2.12907, 3.28456)
O (-5.30651, -2.93453, 3.85309)
C (-5.00718, -0.67745, 3.17054)
H (-5.13480, -0.40670, 2.12460)
H (-4.24446, -0.03873, 3.61010)
H (-5.94803, -0.52774, 3.69384)
H (-2.80963, -0.62238, 1.80318)
H (-0.97230, -0.23188, 0.60610)
H (-0.74982, 0.49344, -1.38371)
H (-1.37080, 3.55834, -4.73920)
H (-2.93994, 3.44329, -3.92554)
H (-1.70181, 4.55956, -3.32543)

Kohn-Sham gap = 8.952 eV
E_LUMO = 0.269 eV
SMILES = CCOc1cc(OCC)cc(C(=O)Nc2cccc(C(C)=O)c2)c1

Charges obtained by Mulliken population analysis, quoted in units of e: -1.4411 -0.2324 0.3458 0.3593 -0.3886 0.3944 -0.7986 -0.1211 -0.6383 0.5549 -0.3557 0.4843 -0.3774 -0.2466 -1.4342 0.4217 0.3283 0.3261 0.3747 0.3526 0.5280 0.4619 -0.6537 -0.1006 0.3302 -0.0914 0.0186 -0.7337 -0.6677 -0.6368 0.5309 0.3807 0.4665 0.9180 -0.5949 -1.3573 0.3608 0.3741 0.3534 0.3492 0.1353 0.6400 0.3314 0.4208 0.3280

---

Top of the stability list: 2), leading by 260.6 kcal/mol.

---

1) Entry from the Open Molecules 2025 dataset: one molecule with the formula C2H2FNO2 (ωB97M-V/def2-TZVPD).

Atoms and positions in Å:
C (-0.14067, -0.11822, -0.03932)
C (-1.39215, -0.53540, 0.00081)
N (-2.61659, 0.36416, 0.01136)
O (-2.36659, 1.54990, 0.01514)
O (-3.69121, -0.14618, -0.02784)
F (-1.85239, -1.80009, 0.01884)
H (0.73817, -0.87204, -0.00776)
H (-0.03859, 0.89709, -0.01571)

Kohn-Sham gap = 10.717 eV
E_LUMO = -0.590 eV
SMILES = C=C(F)[N+](=O)[O-]

Charges obtained by Mulliken population analysis, quoted in units of e: -0.6492 0.3969 0.9577 -0.5692 -0.5274 -0.2046 0.2502 0.3456

---

2) Entry from the Open Molecules 2025 dataset: a 3-piece molecular cluster, C2H2FNO2 overall (ωB97M-V/def2-TZVPD).

Atoms and positions in Å:
C (0.20428, -0.29566, -0.17269)
C (-2.70572, -1.10396, 0.32324)
N (-0.54098, 0.03832, -1.04174)
O (1.11849, -0.66887, 0.47100)
O (-2.95254, -2.12436, 0.73145)
F (2.12200, 0.95333, 2.08765)
H (2.05238, 0.27062, 1.54339)
H (-1.38516, 0.42880, -0.86252)

Kohn-Sham gap = 12.202 eV
E_LUMO = 0.434 eV

Charges obtained by Mulliken population analysis, quoted in units of e: 0.6508 0.0364 -0.4340 -0.5285 -0.1032 -0.4068 0.4387 0.3466

---

Top of the stability list: 2), leading by 82.5 kcal/mol.